A structure of composition C28H23BrCuFN4O6. Source: OMol25; level of theory: ωB97M-V with the def2-TZVPD basis set.

Results
charge: -1
E_HOMO (alpha / beta): -5.40 / -5.52 eV
Kohn-Sham gap (alpha / beta): 7.78 / 7.85 eV
expectation value of S²: 0.75
energy relative to the best compared isomer or geometry (same formula, charge and spin): 0.0 kcal/mol
spin multiplicity: 2

XYZ file:
```
64
Properties=species:S:1:pos:R:3:forces:R:3
Cu -1.4113 0.2852 0.0125 -0.114 -0.039 -0.074
O -0.2561 -1.4120 3.7373 -0.287 0.142 -0.204
C 0.7151 -0.5890 4.1548 0.055 0.101 -0.024
C 1.4141 -0.9013 5.3223 -0.031 0.020 -0.023
C 2.4203 -0.0707 5.7818 0.054 0.013 0.018
C 2.7494 1.0914 5.0947 -0.037 -0.044 -0.011
C 2.0514 1.3995 3.9352 -0.021 0.030 0.027
C 1.0450 0.5782 3.4462 0.062 -0.023 -0.014
C 0.3670 0.9144 2.1277 0.031 0.014 -0.018
O -0.8190 0.2835 1.9288 -0.003 -0.142 0.351
N 1.3471 0.5117 1.0703 0.030 -0.078 0.064
N 0.9638 0.6139 -0.1816 0.063 0.013 -0.056
C 1.7909 0.4062 -1.1371 0.023 -0.001 -0.095
C 1.4171 0.4854 -2.5414 0.022 -0.012 0.086
Br -0.4230 0.7359 -2.9407 0.066 0.043 -0.045
C 2.2560 0.3741 -3.5783 0.014 0.005 0.040
C 3.7260 0.2695 -3.5039 -0.019 -0.028 -0.027
C 4.5027 1.0777 -2.6726 -0.017 0.032 -0.021
C 5.8837 0.9562 -2.6525 0.011 -0.031 0.010
C 6.5190 0.0320 -3.4693 0.003 0.016 0.000
C 5.7608 -0.7589 -4.3213 -0.003 0.014 0.003
C 4.3814 -0.6348 -4.3412 0.005 -0.038 -0.002
H -0.7170 -0.9062 2.9810 0.247 -0.104 0.032
H 1.1416 -1.8041 5.8527 -0.005 -0.026 0.019
H 2.9509 -0.3304 6.6902 0.002 -0.002 0.007
H 3.5300 1.7459 5.4571 0.018 0.023 0.017
H 2.2834 2.3098 3.3908 0.002 0.006 -0.014
H 0.2517 2.0093 2.0523 0.036 -0.019 -0.026
H 2.3242 0.3598 1.2991 -0.083 0.057 -0.047
H 2.8238 0.1263 -0.9276 -0.003 0.020 -0.011
H 1.8293 0.3317 -4.5723 -0.005 0.024 -0.020
H 4.0209 1.8285 -2.0608 -0.032 -0.003 0.035
H 6.4659 1.5924 -1.9983 0.010 0.015 0.003
H 7.5971 -0.0622 -3.4519 0.005 0.000 0.004
H 6.2451 -1.4748 -4.9726 0.009 -0.017 -0.008
H 3.7927 -1.2564 -5.0050 -0.006 -0.008 -0.007
C -4.9615 -1.3870 0.0013 0.005 -0.021 0.001
C -4.7038 0.0755 -0.0483 0.018 -0.041 -0.017
N -3.5244 0.6521 -0.1495 -0.007 0.014 -0.012
C -3.7380 2.0056 -0.1350 0.009 -0.035 0.027
C -5.0764 2.2548 -0.0417 -0.046 0.064 0.024
N -5.6697 1.0172 0.0111 -0.009 -0.005 0.001
C -5.9184 3.4729 0.0251 0.032 -0.065 -0.072
O -5.2939 4.6212 -0.0203 0.065 0.004 0.001
O -7.1258 3.3534 0.1049 -0.009 0.030 0.028
C -2.5611 2.9282 -0.1402 -0.033 0.007 -0.066
O -2.7908 4.1572 -0.1508 -0.077 0.103 0.005
O -1.4418 2.3668 -0.1317 0.009 -0.099 0.072
H -4.0748 -1.8920 0.3768 0.017 -0.009 -0.005
H -5.1745 -1.7821 -0.9928 -0.001 -0.003 -0.020
H -5.8086 -1.6092 0.6499 -0.007 0.002 0.010
H -6.6658 0.8912 0.1032 0.035 0.004 -0.008
H -4.2683 4.4893 -0.0857 0.006 -0.044 0.021
F -0.8760 -5.6403 -1.4678 -0.007 0.065 0.019
C -1.0012 -4.3234 -1.1287 -0.003 -0.048 -0.037
C -1.8329 -3.5194 -1.8796 0.033 -0.021 0.060
C -1.9472 -2.1803 -1.5176 0.002 0.021 -0.026
C -1.2581 -1.6273 -0.4355 -0.107 0.093 0.000
C -0.4331 -2.4937 0.2827 0.003 -0.003 0.076
C -0.2940 -3.8391 -0.0502 -0.028 0.011 -0.024
H -2.3676 -3.9369 -2.7227 -0.014 -0.008 -0.031
H -2.5928 -1.5482 -2.1209 -0.027 0.012 -0.007
H 0.1148 -2.1208 1.1407 0.016 0.018 -0.004
H 0.3442 -4.5037 0.5169 0.022 -0.017 0.017
```
Forces are in eV/Å.

Löwdin charges, unit e, in atom order:
1. Cu 0.478
2. O 0.033
3. C -0.281
4. C -0.025
5. C -0.112
6. C -0.118
7. C -0.058
8. C -0.106
9. C -0.403
10. O -0.231
11. N 0.036
12. N 0.003
13. C -0.180
14. C -0.605
15. Br 0.863
16. C -0.132
17. C -0.228
18. C -0.052
19. C -0.087
20. C -0.104
21. C -0.094
22. C -0.044
23. H 0.073
24. H 0.109
25. H 0.093
26. H 0.087
27. H 0.112
28. H 0.141
29. H 0.145
30. H 0.120
31. H 0.093
32. H 0.115
33. H 0.100
34. H 0.095
35. H 0.098
36. H 0.112
37. C 0.005
38. C -0.321
39. N 0.141
40. C -0.099
41. C -0.079
42. N 0.176
43. C -0.506
44. O 0.117
45. O 0.069
46. C -0.552
47. O 0.028
48. O -0.044
49. H 0.078
50. H 0.085
51. H 0.080
52. H 0.167
53. H 0.065
54. F 0.015
55. C -0.300
56. C -0.038
57. C -0.170
58. C -0.210
59. C -0.103
60. C -0.026
61. H 0.106
62. H 0.078
63. H 0.082
64. H 0.109